Entry 1:
{
  "formula": "C17H22F2N2O2S",
  "method": "wB97M-V/def2-TZVPD",
  "species": ["C", "C", "C", "O", "O", "C", "C", "C", "C", "C", "C", "C", "F", "C", "C", "C", "C", "C", "F", "C", "N", "S", "N", "C", "H", "H", "H", "H", "H", "H", "H", "H", "H", "H", "H", "H", "H", "H", "H", "H", "H", "H", "H", "H", "H", "H"],
  "xyz": [[-4.478, 1.031, 3.925], [-3.250, 1.583, 3.206], [-3.401, 1.578, 1.700], [-4.304, 1.026, 1.133], [-2.503, 2.317, 0.991], [-1.134, 2.184, 1.365], [-0.547, 0.780, 1.216], [0.054, 0.359, -0.111], [1.168, -0.424, -0.151], [1.874, -0.926, 1.087], [3.022, 0.004, 1.514], [3.227, 0.069, 3.007], [3.675, -1.157, 3.492], [1.752, -0.828, -1.399], [1.262, -0.504, -2.615], [1.885, -0.984, -3.894], [1.550, -2.443, -4.168], [0.060, -2.754, -4.226], [2.143, -2.793, -5.388], [0.097, 0.309, -2.617], [-0.557, 0.749, -3.691], [-1.798, 1.609, -3.138], [-1.578, 1.479, -1.567], [-0.493, 0.728, -1.377], [-4.869, 0.160, 3.404], [-4.219, 0.718, 4.935], [-5.277, 1.768, 3.960], [-2.374, 1.006, 3.509], [-3.054, 2.606, 3.534], [-1.025, 2.485, 2.409], [-0.568, 2.893, 0.766], [0.269, 0.741, 1.939], [-1.273, 0.027, 1.537], [1.164, -1.043, 1.906], [2.258, -1.925, 0.889], [2.800, 1.022, 1.181], [3.962, -0.287, 1.045], [2.300, 0.316, 3.529], [3.969, 0.827, 3.266], [2.639, -1.451, -1.352], [1.534, -0.397, -4.742], [2.967, -0.868, -3.840], [2.021, -3.070, -3.407], [-0.133, -3.347, -5.117], [-0.552, -1.855, -4.288], [-0.264, -3.321, -3.356]],
  "forces_ev_per_angstrom": [[0.0, -0.2, -0.2], [-0.1, 0.0, 0.4], [-0.3, 0.0, -0.1], [0.2, 0.3, 0.1], [0.0, -0.4, -0.1], [0.0, 0.1, 0.2], [0.2, 0.0, -0.2], [-0.1, 0.2, 0.1], [0.4, -0.4, -0.1], [-0.1, 0.0, 0.0], [-0.2, 0.1, 0.1], [0.1, 0.1, 0.0], [0.0, 0.0, 0.0], [0.1, -0.1, 0.3], [0.0, 0.1, -0.4], [0.0, 0.0, -0.2], [-0.1, -0.1, 0.3], [0.0, 0.1, -0.1], [0.0, 0.1, 0.0], [0.0, 0.0, 0.4], [-0.2, 0.1, -0.1], [0.1, 0.0, -0.2], [-0.1, 0.1, 0.1], [-0.1, 0.1, -0.2], [0.0, 0.0, -0.1], [0.0, 0.2, 0.1], [0.0, 0.0, 0.1], [0.1, -0.1, -0.2], [0.1, 0.0, -0.1], [0.1, 0.0, 0.0], [-0.2, 0.1, -0.1], [-0.1, 0.0, 0.1], [-0.1, 0.0, 0.0], [0.1, 0.0, 0.0], [0.0, 0.0, 0.0], [0.0, 0.0, 0.0], [0.0, 0.0, -0.1], [-0.1, -0.1, 0.0], [0.1, -0.1, 0.0], [0.1, 0.0, 0.0], [-0.1, 0.1, 0.0], [0.0, -0.1, 0.0], [0.1, 0.0, -0.1], [0.0, -0.1, 0.0], [0.0, 0.1, -0.1], [0.0, 0.0, 0.0]],
  "energy_ev": -41331.5347,
  "total_charge": 0,
  "homo_lumo_gap_ev": 8.4124
}



Entry 2:
{
  "formula": "C17H22N2O3",
  "method": "wB97M-V/def2-TZVPD",
  "species": ["C", "C", "C", "O", "C", "C", "C", "C", "C", "C", "H", "H", "O", "C", "H", "H", "C", "O", "H", "H", "C", "N", "C", "C", "C", "N", "C", "H", "H", "H", "H", "C", "H", "H", "H", "H", "H", "H", "H", "H", "H", "H", "H", "H"],
  "xyz": [[-6.450, -0.615, 0.837], [-5.082, 0.031, 1.014], [-4.202, -0.173, -0.206], [-4.586, -0.801, -1.170], [-2.850, 0.430, -0.166], [-2.337, 1.132, 0.927], [-1.062, 1.648, 0.889], [-0.254, 1.480, -0.239], [-0.767, 0.808, -1.344], [-2.042, 0.288, -1.295], [-2.446, -0.243, -2.144], [-0.184, 0.691, -2.245], [0.982, 2.035, -0.168], [1.997, 1.588, -1.047], [1.767, 0.598, -1.446], [2.111, 2.299, -1.875], [3.308, 1.516, -0.247], [3.713, 2.784, 0.191], [2.955, 3.198, 0.623], [4.104, 1.157, -0.908], [3.142, 0.556, 0.957], [2.682, -0.742, 0.565], [3.403, -1.807, 0.137], [2.487, -2.779, -0.203], [1.224, -2.208, 0.044], [1.366, -0.979, 0.504], [-0.118, -2.817, -0.154], [-0.243, -3.681, 0.497], [-0.886, -2.083, 0.074], [-0.235, -3.150, -1.185], [2.692, -3.762, -0.574], [4.888, -1.821, 0.108], [5.234, -2.780, -0.266], [5.277, -1.033, -0.536], [5.294, -1.672, 1.109], [4.096, 0.478, 1.484], [2.389, 0.976, 1.630], [-0.659, 2.183, 1.734], [-2.926, 1.270, 1.819], [-5.191, 1.105, 1.184], [-4.572, -0.398, 1.880], [-6.958, -0.187, -0.023], [-6.341, -1.683, 0.665], [-7.062, -0.460, 1.723]],
  "forces_ev_per_angstrom": [[0.2, 0.1, 0.0], [-0.4, -0.3, -0.2], [-0.1, 0.1, 0.3], [0.0, 0.0, 0.0], [0.4, 0.0, -0.3], [-0.1, -0.1, -0.2], [0.3, 0.1, -0.1], [-0.5, 0.0, 0.2], [0.3, 0.1, -0.1], [-0.2, 0.0, 0.2], [0.0, 0.0, -0.1], [0.1, 0.0, -0.1], [0.0, 0.1, 0.1], [0.6, -0.2, -0.3], [0.0, 0.1, 0.0], [0.0, -0.1, 0.1], [-0.6, -0.4, -0.1], [0.0, 0.4, 0.3], [0.1, 0.0, 0.0], [-0.1, 0.0, 0.0], [0.2, 0.6, -0.1], [0.2, -0.6, -0.1], [-0.1, -0.2, 0.0], [0.1, 0.2, 0.0], [0.3, 0.1, 0.0], [-0.7, 0.2, 0.2], [0.0, 0.0, 0.1], [-0.1, -0.1, 0.0], [-0.1, 0.0, 0.0], [-0.1, 0.0, 0.0], [0.1, -0.2, -0.1], [0.0, 0.1, 0.0], [0.1, 0.0, 0.0], [0.1, 0.0, 0.0], [0.1, 0.0, 0.0], [-0.1, 0.0, 0.0], [0.2, -0.1, 0.0], [0.1, 0.0, 0.1], [-0.1, 0.0, 0.1], [0.1, 0.0, 0.1], [0.1, 0.1, 0.0], [-0.1, 0.0, 0.0], [-0.1, -0.1, 0.0], [-0.1, 0.0, 0.1]],
  "energy_ev": -27108.5766,
  "total_charge": 0,
  "smiles": "CCC(=O)c1ccc(OC[C@@H](O)Cn2nc(C)cc2C)cc1",
  "de_lowest_kj_mol": 239.45,
  "homo_lumo_gap_ev": 9.2910
}



Entry 3:
{
  "formula": "C17H22N2O5",
  "method": "wB97M-V/def2-TZVPD",
  "species": ["C", "C", "H", "H", "O", "C", "O", "C", "C", "C", "C", "C", "C", "H", "H", "N", "C", "O", "C", "H", "H", "C", "N", "C", "C", "H", "H", "O", "C", "O", "H", "H", "C", "C", "H", "H", "H", "H", "H", "H", "H", "H", "H", "H", "H", "H"],
  "xyz": [[-5.680, 5.596, 0.582], [-4.297, 5.878, 0.025], [-4.333, 6.085, -1.050], [-3.836, 6.741, 0.519], [-3.480, 4.730, 0.247], [-2.222, 4.804, -0.211], [-1.788, 5.777, -0.782], [-1.445, 3.576, 0.057], [-0.118, 3.522, -0.372], [0.641, 2.397, -0.145], [0.089, 1.297, 0.518], [-1.237, 1.349, 0.950], [-1.993, 2.480, 0.719], [-3.017, 2.520, 1.053], [-1.662, 0.502, 1.461], [0.911, 0.193, 0.720], [0.603, -1.021, 1.244], [-0.491, -1.363, 1.639], [1.797, -1.968, 1.246], [1.573, -2.804, 1.906], [2.684, -1.451, 1.614], [2.064, -2.532, -0.172], [2.308, -3.967, -0.110], [3.567, -4.343, -0.706], [3.757, -3.650, -2.055], [2.907, -3.853, -2.716], [4.681, -3.944, -2.556], [3.869, -2.252, -1.832], [3.147, -1.703, -0.862], [3.324, -0.541, -0.582], [4.376, -4.022, -0.038], [3.615, -5.426, -0.816], [1.166, -4.772, -0.518], [0.035, -4.706, 0.502], [-0.364, -3.701, 0.604], [0.393, -5.037, 1.473], [-0.771, -5.364, 0.187], [0.782, -4.472, -1.509], [1.509, -5.807, -0.592], [1.171, -2.345, -0.794], [1.859, 0.289, 0.357], [1.668, 2.352, -0.478], [0.294, 4.378, -0.884], [-6.320, 6.459, 0.426], [-5.619, 5.385, 1.646], [-6.116, 4.734, 0.082]],
  "forces_ev_per_angstrom": [[0.5, -0.1, -0.1], [-0.2, 0.5, -0.1], [0.0, 0.0, 0.2], [-0.1, -0.1, -0.1], [-0.1, -0.3, 0.1], [0.1, 0.3, -0.2], [-0.1, -0.1, 0.1], [0.1, -0.2, 0.1], [-0.2, 0.1, 0.1], [0.0, -0.1, 0.1], [-0.4, 0.3, 0.0], [0.0, -0.2, 0.1], [0.1, 0.3, -0.2], [-0.1, 0.0, 0.0], [0.0, 0.0, 0.0], [0.4, 0.3, -0.2], [0.5, -0.2, 0.1], [-0.3, -0.1, 0.1], [-0.2, 0.1, 0.0], [0.0, 0.1, -0.1], [0.0, 0.0, 0.0], [-0.1, -0.1, 0.4], [0.2, -0.1, -0.1], [0.2, 0.2, -0.4], [0.0, -0.8, 0.2], [0.1, 0.0, 0.0], [-0.1, 0.0, 0.0], [0.1, 0.4, -0.1], [-0.1, 0.3, 0.1], [0.1, -0.2, -0.1], [0.1, -0.1, -0.1], [0.0, 0.0, 0.0], [-0.2, -0.1, 0.1], [0.1, -0.1, -0.3], [-0.1, 0.1, 0.1], [0.0, 0.0, 0.1], [-0.1, 0.0, 0.0], [0.1, -0.1, 0.0], [0.0, 0.1, -0.1], [0.1, 0.0, 0.0], [-0.2, -0.2, 0.1], [0.1, 0.0, 0.0], [0.0, 0.1, 0.0], [-0.1, 0.1, 0.0], [-0.1, 0.0, 0.1], [-0.1, -0.1, 0.0]],
  "energy_ev": -31204.8277,
  "total_charge": 0,
  "smiles": "CCOC(=O)c1ccc(NC(=O)C[C@H]2C(=O)OCCN2CC)cc1",
  "de_lowest_kj_mol": 65.44,
  "homo_lumo_gap_ev": 9.1121
}



Entry 4:
{
  "formula": "C17H22N2O6",
  "method": "wB97M-V/def2-TZVPD",
  "species": ["C", "C", "H", "H", "O", "C", "O", "C", "C", "N", "C", "O", "N", "H", "C", "C", "C", "C", "C", "C", "C", "H", "O", "C", "H", "H", "H", "O", "C", "H", "H", "C", "O", "H", "H", "H", "H", "H", "H", "H", "C", "H", "H", "H", "H", "H", "H"],
  "xyz": [[-2.735, -3.985, 0.660], [-1.706, -3.171, -0.114], [-0.688, -3.465, 0.153], [-1.859, -3.300, -1.191], [-1.784, -1.785, 0.202], [-2.712, -1.065, -0.462], [-3.455, -1.567, -1.278], [-2.669, 0.343, -0.069], [-3.483, 1.294, -0.584], [-3.357, 2.597, -0.169], [-2.571, 3.020, 0.894], [-2.595, 4.170, 1.271], [-1.852, 2.042, 1.483], [-1.222, 2.352, 2.207], [-1.589, 0.726, 0.922], [-0.229, 0.689, 0.249], [0.022, 1.465, -0.871], [1.268, 1.429, -1.462], [2.290, 0.619, -0.975], [2.031, -0.189, 0.148], [0.780, -0.121, 0.747], [0.564, -0.733, 1.608], [3.029, -1.014, 0.598], [2.827, -1.743, 1.784], [2.613, -1.085, 2.631], [2.020, -2.475, 1.675], [3.765, -2.266, 1.964], [3.442, 0.664, -1.708], [4.695, 0.357, -1.136], [4.737, -0.671, -0.766], [5.399, 0.464, -1.969], [5.076, 1.334, -0.013], [6.396, 1.148, 0.427], [6.998, 1.299, -0.310], [4.915, 2.364, -0.367], [4.445, 1.165, 0.861], [1.485, 2.029, -2.331], [-0.748, 2.102, -1.277], [-1.591, 0.008, 1.752], [-3.972, 3.297, -0.558], [-4.554, 1.083, -1.601], [-5.518, 1.376, -1.186], [-4.358, 1.704, -2.474], [-4.593, 0.043, -1.902], [-2.618, -3.823, 1.729], [-2.603, -5.041, 0.442], [-3.737, -3.686, 0.364]],
  "forces_ev_per_angstrom": [[0.2, 0.4, -0.1], [-0.1, -0.5, -0.2], [-0.1, 0.1, -0.1], [0.1, 0.0, 0.2], [-0.1, 0.3, 0.2], [-0.3, -0.1, -0.3], [0.1, -0.2, 0.0], [0.0, 0.4, 0.3], [0.1, -0.5, 0.1], [-0.1, 0.1, -0.2], [-0.1, 0.1, 0.1], [0.0, 0.4, 0.0], [0.1, -0.2, 0.2], [-0.1, 0.1, -0.1], [0.1, -0.2, -0.2], [0.2, 0.0, 0.1], [0.0, -0.1, 0.1], [0.1, -0.1, 0.1], [-0.1, 0.0, 0.1], [0.2, 0.0, -0.1], [0.0, 0.1, 0.0], [0.0, -0.1, 0.1], [-0.1, 0.3, -0.4], [0.0, -0.1, 0.2], [0.0, 0.0, 0.0], [0.0, 0.0, 0.0], [-0.1, 0.0, 0.0], [-0.3, -0.1, 0.0], [0.6, 0.0, 0.4], [0.0, 0.2, -0.1], [0.0, 0.0, 0.1], [-0.5, 0.1, -0.3], [0.5, -0.2, 0.0], [0.0, 0.0, 0.1], [-0.1, -0.1, 0.0], [0.0, 0.1, -0.1], [0.1, 0.1, -0.1], [-0.1, 0.1, -0.1], [0.0, 0.1, -0.2], [0.1, 0.0, 0.1], [0.0, -0.2, -0.1], [-0.1, 0.1, 0.0], [0.0, 0.1, -0.1], [0.0, 0.1, 0.0], [0.0, 0.0, 0.1], [0.0, -0.1, 0.0], [-0.1, 0.0, 0.0]],
  "energy_ev": -33251.4524,
  "total_charge": 0,
  "smiles": "CCOC(=O)C1=C(C)NC(=O)N[C@@H]1c1ccc(OCCO)c(OC)c1",
  "de_lowest_kj_mol": 52.10,
  "homo_lumo_gap_ev": 8.6975
}



Entry 5:
{
  "formula": "C17H22N2O7RhSSe2",
  "method": "wB97M-V/def2-TZVPD",
  "species": ["Rh", "O", "C", "O", "C", "C", "C", "C", "C", "O", "C", "C", "O", "O", "H", "H", "H", "H", "H", "H", "H", "H", "O", "C", "C", "C", "O", "C", "Se", "C", "Se", "H", "H", "H", "H", "H", "H", "H", "H", "H", "H", "S", "C", "N", "C", "C", "C", "N", "H", "H", "H", "H"],
  "xyz": [[0.241, 0.516, 0.496], [-3.534, 2.314, 1.097], [-2.675, 1.435, 1.015], [-1.805, 1.330, 0.086], [-2.631, 0.356, 2.110], [-2.129, -1.003, 1.610], [-2.408, -2.102, 2.631], [-1.380, -1.766, 3.744], [-0.676, -0.540, 3.163], [-0.682, -0.881, 1.744], [-1.584, 0.685, 3.239], [-0.860, 2.023, 3.008], [-1.323, 3.046, 3.500], [0.202, 1.972, 2.275], [-3.632, 0.271, 2.530], [-2.363, -1.230, 0.575], [-2.207, -3.080, 2.195], [-3.441, -2.078, 2.976], [-0.677, -2.584, 3.890], [-1.846, -1.532, 4.701], [0.352, -0.375, 3.472], [-2.080, 0.747, 4.207], [4.819, -2.673, -2.849], [3.663, -2.129, -3.480], [2.490, -2.069, -2.496], [1.270, -1.687, -3.363], [0.240, -0.997, -2.700], [2.310, -3.449, -1.859], [0.677, -3.617, -0.786], [2.809, -0.991, -1.450], [1.869, -1.221, 0.255], [5.571, -2.537, -3.430], [3.375, -2.750, -4.340], [3.867, -1.115, -3.844], [0.891, -2.608, -3.831], [1.599, -1.018, -4.165], [-0.090, -1.593, -2.009], [3.164, -3.685, -1.227], [2.251, -4.208, -2.642], [2.546, -0.004, -1.825], [3.872, -1.024, -1.214], [1.725, 2.163, -0.533], [0.318, 3.161, -0.792], [-0.266, 3.669, 0.331], [-1.463, 4.248, 0.315], [-2.073, 4.463, -0.898], [-1.398, 3.992, -2.011], [-0.224, 3.365, -1.971], [0.110, 3.295, 1.239], [-1.898, 4.481, 1.277], [-3.056, 4.900, -0.963], [-1.829, 4.108, -3.000]],
  "forces_ev_per_angstrom": [[2.1, -0.8, 0.5], [-0.1, 0.0, 0.0], [0.0, -0.2, -0.2], [0.2, 0.0, 0.1], [0.0, 0.0, 0.1], [0.1, 0.1, 0.0], [0.0, 0.0, 0.0], [0.0, 0.0, 0.1], [0.1, -0.1, -0.1], [-0.4, 0.0, 0.1], [0.0, 0.1, 0.0], [0.3, -0.1, -0.1], [-0.1, 0.1, 0.1], [-0.3, 0.1, 0.0], [0.0, 0.0, 0.0], [0.0, 0.0, 0.0], [0.0, 0.0, 0.0], [0.0, 0.0, 0.0], [0.0, 0.0, 0.0], [0.0, 0.0, 0.0], [0.0, 0.0, 0.0], [0.0, 0.0, 0.0], [0.0, 0.0, 0.0], [0.0, 0.0, 0.0], [0.0, -0.2, 0.0], [-0.1, 0.1, 0.0], [0.1, -0.1, -0.1], [0.0, -0.1, -0.1], [0.4, 0.7, 0.3], [0.1, 0.1, 0.1], [-1.5, 0.2, -0.4], [0.0, 0.0, 0.0], [0.0, 0.0, 0.0], [0.0, 0.0, 0.0], [0.0, 0.0, 0.0], [0.0, 0.0, 0.0], [0.0, 0.1, 0.1], [0.0, 0.0, 0.0], [0.1, 0.0, 0.0], [-0.1, 0.0, 0.0], [0.0, 0.0, 0.0], [-0.9, -0.1, -0.2], [0.5, -0.3, 0.6], [0.0, -0.1, 0.1], [0.0, 0.1, -0.1], [0.0, 0.0, 0.0], [0.1, 0.1, 0.0], [-0.3, 0.2, -0.6], [0.0, 0.0, 0.0], [0.0, 0.0, 0.0], [0.0, 0.0, 0.0], [0.0, 0.0, 0.0]],
  "energy_ev": -179836.3890,
  "total_charge": -1,
  "de_lowest_kj_mol": 271.45,
  "homo_lumo_gap_ev": [5.2549, 5.3004]
}



Entry 6:
{
  "formula": "C17H22N4O2S",
  "method": "wB97M-V/def2-TZVPD",
  "species": ["C", "C", "H", "H", "O", "C", "C", "C", "C", "C", "C", "C", "N", "N", "C", "N", "C", "C", "H", "H", "H", "H", "H", "S", "C", "H", "H", "C", "O", "N", "C", "C", "C", "H", "H", "H", "H", "H", "H", "H", "H", "H", "H", "H", "H", "H"],
  "xyz": [[-1.467, -2.912, 0.435], [-1.421, -1.791, 1.464], [-1.267, -2.198, 2.467], [-0.592, -1.107, 1.245], [-2.651, -1.090, 1.582], [-3.268, -0.578, 0.477], [-4.661, -0.651, 0.484], [-5.408, -0.144, -0.559], [-4.776, 0.437, -1.646], [-3.400, 0.535, -1.658], [-2.634, 0.050, -0.600], [-1.189, 0.283, -0.654], [-0.311, -0.372, -1.358], [0.893, 0.193, -1.159], [0.732, 1.201, -0.338], [-0.580, 1.318, 0.013], [-1.172, 2.298, 0.886], [-1.050, 1.897, 2.352], [-1.590, 0.973, 2.544], [-0.004, 1.762, 2.620], [-1.470, 2.680, 2.977], [-0.657, 3.248, 0.714], [-2.224, 2.399, 0.605], [1.955, 2.280, 0.256], [3.389, 1.753, -0.736], [3.037, 1.579, -1.751], [4.078, 2.595, -0.699], [4.071, 0.518, -0.146], [5.084, 0.602, 0.518], [3.445, -0.626, -0.459], [3.858, -1.898, 0.032], [3.571, -3.114, -0.793], [2.807, -2.871, 0.477], [3.010, -3.492, 1.336], [1.776, -2.566, 0.386], [4.306, -3.904, -0.813], [3.046, -2.976, -1.725], [4.788, -1.826, 0.580], [2.551, -0.579, -0.954], [-2.891, 1.000, -2.489], [-5.352, 0.820, -2.475], [-6.485, -0.214, -0.529], [-5.134, -1.120, 1.333], [-0.588, -3.541, 0.545], [-1.480, -2.507, -0.575], [-2.356, -3.519, 0.588]],
  "forces_ev_per_angstrom": [[-0.2, 0.3, 0.2], [0.5, -0.5, 0.0], [0.0, 0.1, -0.1], [-0.1, 0.0, 0.1], [-0.4, 0.4, -0.1], [-0.2, 0.1, -0.1], [0.1, -0.1, 0.1], [0.1, 0.0, 0.0], [0.0, 0.1, -0.1], [-0.2, -0.1, 0.0], [-0.1, -0.1, 0.2], [0.2, 0.1, 0.0], [-0.9, -0.5, -0.3], [0.5, 0.5, 0.1], [-0.1, 0.0, 0.0], [0.5, -0.5, -0.5], [-0.2, 0.3, 0.5], [0.0, 0.1, -0.2], [0.0, -0.1, 0.0], [0.1, 0.0, 0.1], [0.0, 0.1, 0.1], [-0.2, -0.1, -0.1], [0.2, 0.1, 0.0], [0.2, 0.2, 0.2], [-0.2, 0.0, 0.2], [0.1, 0.0, 0.0], [0.0, -0.1, 0.0], [-0.3, 0.1, -0.3], [0.3, 0.1, 0.2], [-0.2, -0.3, -0.2], [0.2, 0.0, 0.1], [0.2, 0.0, -0.1], [0.0, 0.0, 0.2], [0.1, -0.1, 0.1], [-0.1, 0.1, -0.1], [0.1, -0.1, 0.0], [-0.1, 0.1, -0.1], [-0.1, -0.1, 0.0], [0.2, 0.2, 0.1], [0.1, 0.0, -0.1], [-0.1, 0.0, -0.1], [-0.1, 0.0, 0.0], [0.0, -0.1, 0.1], [0.1, -0.1, 0.0], [0.0, -0.1, -0.1], [-0.1, -0.1, 0.0]],
  "energy_ev": -38876.1877,
  "total_charge": 0,
  "smiles": "CCOc1ccccc1-c1nnc(SCC(=O)NC2CC2)n1CC",
  "de_lowest_kj_mol": 206.43,
  "homo_lumo_gap_ev": 9.3375
}



Computed values of molar mass (unit: g/mol) for the preceding records, in sequence: 356.44; 302.37; 334.37; 350.37; 659.26; 346.46.
Computed values of maximum force (unit: eV/A) for the preceding records, in sequence: 0.61; 0.76; 0.82; 0.70; 2.29; 1.10.